# 1
Density functional theory data (ωB97M-V/def2-TZVPD) for 40 unconnected molecules or ions with the total composition H80O40.

Calculated total energy = -83182.9359 eV
Relative energy (zero: lowest compared OMol25 entry of this formula, charge and spin) = 1012.8 kJ/mol
Highest occupied orbital energy (spin up / spin down) = -0.4372 / -0.4372 hartree
E_LUMO (spin up / spin down) = -3.847 / -10.012 eV

ORCA input file:
```
! RIJCOSX wB97M-V def2-TZVPD def2/J DEFGRID3
* xyz 1 2
H 0.7542 1.4228 3.0347
H 1.4657 2.1640 4.0045
O 1.4195 1.2050 3.6904
H -0.9920 -5.5571 -3.3022
H -1.7009 -4.8167 -1.9703
O -0.8634 -4.9889 -2.3903
H -1.1638 1.7653 -1.7905
H -2.7095 2.3184 -1.9236
O -2.0437 1.9030 -1.3253
H -2.4393 4.9213 1.2299
H -2.0610 3.8612 0.2514
O -1.7784 4.1514 1.1136
H -4.1278 0.3232 -2.1830
H -5.3867 -0.1172 -1.4819
O -5.0771 0.1656 -2.3382
H 0.4732 -7.0300 0.1112
O 1.2902 -6.6891 -0.2382
H 2.5442 2.6371 2.3544
O 3.3601 3.0377 2.6474
H 4.1328 -3.3165 -1.2507
H 2.7299 -3.5300 -1.1976
O 3.3194 -2.8966 -1.5312
H 5.7117 3.2734 0.5825
H 4.7588 2.8790 -0.5170
O 5.7357 2.9254 -0.3250
H 2.1760 4.7551 0.2121
H 2.4323 4.7106 1.5729
O 2.9491 4.9748 0.7922
H -1.1400 -1.7565 1.9761
H -1.0243 -0.4093 1.4626
O -0.4528 -1.0096 1.9835
H 0.3980 2.8502 -1.0777
O 0.8899 3.1305 -1.8653
H 1.1303 -0.1451 -2.9154
H 1.3260 0.4005 -4.3629
O 0.8465 0.4841 -3.5771
H -4.1974 -4.5692 1.7435
H -5.0453 -3.7992 0.6448
O -4.6763 -3.7291 1.5933
H -0.4035 -0.9414 -2.7605
H -1.6454 -0.0526 -2.8681
O -1.3222 -0.9092 -2.5954
H 1.8234 3.6826 -4.7689
H 0.3529 4.2061 -4.5032
O 0.7568 3.4802 -4.9660
H -0.3212 -3.2365 4.8466
H -0.1048 -1.9512 4.2766
O -0.3851 -2.3329 5.0762
H 4.0719 -2.3007 2.6082
H 3.4237 -3.5737 2.6473
O 4.1560 -3.2554 2.1278
H 1.5680 -1.5540 0.1576
O 1.7129 -1.3099 -0.8073
H 1.7493 1.9936 5.6355
H 3.0644 2.5169 4.7989
O 2.3936 2.7365 5.5041
H -4.1088 -2.7993 2.7513
O -3.5164 -2.1615 3.1422
H -2.1036 3.1785 -4.2545
H -0.7418 2.5363 -4.2761
O -1.5425 2.6225 -3.6979
H 5.7799 0.5451 -0.2899
H 6.1471 0.8677 -1.8091
O 6.4006 0.5303 -0.9723
H 1.2310 -1.2875 2.3496
H 2.0266 -0.1554 1.4121
O 1.9520 -1.0556 1.7179
H -5.8092 -1.6548 0.7050
H -6.5148 -1.9223 -0.7658
O -5.7891 -1.5536 -0.2354
H -0.9925 5.6949 -3.2565
H -0.7166 4.6666 -2.0592
O -0.7189 5.5767 -2.3468
H -4.1740 -3.0691 -1.9151
H -3.8999 -4.6627 -1.6710
O -4.5016 -3.9136 -1.4817
H 3.2684 4.4786 -3.2102
H 3.7723 2.9767 -3.3230
O 3.3479 3.6782 -3.7892
H 3.9425 1.5573 1.3889
H 2.7444 1.9927 0.5040
O 3.3218 1.3050 0.6278
H -2.0257 -2.3072 -4.7813
H -3.6455 -2.5786 -4.8124
O -2.6894 -2.9830 -4.6896
H -0.2588 5.3334 1.7904
H 1.1796 5.5137 2.4069
O 0.3471 4.9652 2.4333
H -2.2177 -6.0528 1.7152
O -2.2976 -5.3570 2.2916
H 0.0697 0.7723 -0.2586
H 1.3002 0.2784 -0.9477
O 0.7717 1.1144 -0.7801
H 2.6305 -1.0690 -0.6846
H 1.0700 -6.2829 -1.0462
H -3.2131 -1.8349 2.2846
H 2.8863 3.6697 3.1795
H 0.7025 2.4627 -2.5474
H -2.1370 -5.6593 3.1640
O 0.3574 -5.1993 2.5404
H -0.3550 -4.8568 1.9380
H 1.0479 -5.6414 2.1666
O -2.6049 1.5082 4.0668
H -2.4472 1.3056 3.2247
H -1.8619 1.4894 4.5970
O 3.5330 -1.0234 3.3880
H 2.6250 -0.5772 3.4819
H 3.9403 -0.5015 2.6721
O 3.8450 -0.6196 -2.9129
H 4.7793 -0.8147 -2.9141
H 3.3828 -1.3310 -2.5245
O -5.2497 -0.6244 2.4299
H -5.1169 -0.6496 3.3308
H -4.7034 -0.1416 1.9033
O -4.1715 1.8117 -4.4275
H -3.8128 2.6681 -4.0523
H -4.7968 1.2918 -3.7856
O -2.4927 0.3757 0.5530
H -2.4908 0.8362 -0.3550
H -2.4349 -0.5615 0.3720
*
```

Atom charges from the Mulliken analysis, given in e for atoms 1 to 99:
1 H -0.034
2 H 0.450
3 O -0.451
4 H 0.348
5 H 0.236
6 O -0.590
7 H -0.277
8 H 0.069
9 O 0.163
10 H 0.313
11 H 0.250
12 O -0.582
13 H 0.351
14 H 0.283
15 O -0.728
16 H 0.281
17 O -0.598
18 H 0.133
19 O -0.751
20 H 0.249
21 H 0.183
22 O -0.521
23 H 0.315
24 H 0.279
25 O -0.612
26 H 0.411
27 H 0.044
28 O -0.552
29 H -0.014
30 H 0.082
31 O 0.157
32 H 0.196
33 O -0.390
34 H 0.073
35 H 0.185
36 O -0.373
37 H 0.294
38 H 0.348
39 O -0.640
40 H 0.299
41 H 0.250
42 O -0.564
43 H 0.397
44 H 0.273
45 O -0.707
46 H 0.308
47 H 0.220
48 O -0.615
49 H 0.484
50 H 0.244
51 O -0.692
52 H 0.263
53 O -0.477
54 H 0.327
55 H 0.415
56 O -0.687
57 H 0.557
58 O -0.211
59 H 0.216
60 H 0.127
61 O -0.500
62 H 0.320
63 H 0.270
64 O -0.616
65 H 0.036
66 H 0.047
67 O -0.046
68 H 0.270
69 H 0.284
70 O -0.553
71 H 0.270
72 H 0.370
73 O -0.634
74 H 0.312
75 H 0.239
76 O -0.553
77 H 0.338
78 H 0.277
79 O -0.641
80 H 0.345
81 H 0.001
82 O -0.296
83 H 0.300
84 H 0.314
85 O -0.607
86 H 0.293
87 H 0.369
88 O -0.566
89 H 0.279
90 O -0.613
91 H -0.163
92 H -0.287
93 O 1.408
94 H 0.211
95 H 0.314
96 H 0.298
97 H 0.419
98 H 0.061
99 H 0.304



# 2
Density functional theory data (ωB97M-V/def2-TZVPD) for 8 unconnected molecules or ions with the total composition C17H50N6O8.

Calculated total energy = -43761.5700 eV
Relative energy (zero: lowest compared OMol25 entry of this formula, charge and spin) = 185.2 kJ/mol
Highest occupied orbital energy = -0.3388 hartree
E_LUMO = 0.579 eV
SMILES = NC(N)=O.NC(N)=O.NC(N)=O.CC(C)O.CC(C)O.CC(C)O.CC(C)O.CCO

ORCA input file:
```
! RIJCOSX wB97M-V def2-TZVPD def2/J DEFGRID3
* xyz 0 1
N -2.4910 -3.8148 0.3612
C -2.9898 -3.6080 1.5136
N -3.1550 -4.6862 2.2321
O -3.1455 -2.5230 2.0159
H -2.2741 -4.7706 0.1172
H -2.3110 -3.0056 -0.2158
H -3.0448 -5.5639 1.7448
H -3.4990 -4.6778 3.1817
N 3.0439 1.6409 0.9078
C 2.9967 2.3199 -0.1655
N 3.8681 3.2865 -0.1819
O 2.2523 2.0642 -1.0760
H 3.7957 1.7397 1.5750
H 2.4481 0.8272 0.9635
H 4.6508 3.1628 0.4442
H 4.0964 3.6156 -1.1091
N -0.3095 0.6356 -0.7524
C -0.2187 -0.2466 0.2213
N -1.3827 -0.8125 0.5337
O 0.8714 -0.5122 0.7754
H 0.5195 1.1997 -0.8735
H -1.0942 0.6026 -1.3874
H -1.6182 -1.3972 1.3228
H -2.1229 -0.3621 0.0147
C 0.7779 1.7494 3.3468
C -0.7434 1.7703 3.5750
C -1.1362 0.3976 4.2095
O -1.1599 2.8005 4.4157
H 1.0339 2.6386 2.7706
H 1.2637 0.8377 2.9993
H 1.2697 1.9331 4.3021
H -1.2146 1.9464 2.6080
H -1.2271 -0.3536 3.4249
H -2.1078 0.5337 4.6844
H -0.4808 0.1020 5.0287
H -0.6311 2.8387 5.2160
C 4.8747 0.3453 -3.0897
C 3.4693 -0.2157 -3.5865
C 2.9348 -1.3368 -2.6756
O 2.5428 0.8127 -3.5305
H 5.2848 1.1806 -3.6573
H 5.6786 -0.3871 -3.0162
H 4.8610 0.6226 -2.0356
H 3.5268 -0.5456 -4.6238
H 1.8494 -1.4141 -2.6126
H 3.3405 -1.0518 -1.7048
H 3.3093 -2.3253 -2.9416
H 2.5233 1.1908 -2.6483
C 0.6619 -3.9213 2.7518
C 2.1264 -3.3961 2.4866
C 2.5110 -3.6236 0.9295
O 2.1760 -2.0038 2.7815
H -0.1361 -3.3345 2.2970
H 0.5520 -4.0067 3.8329
H 0.5859 -4.9755 2.4853
H 2.8239 -3.9429 3.1211
H 1.8134 -3.0917 0.2825
H 2.5913 -4.6702 0.6359
H 3.5006 -3.1841 0.8045
H 1.7861 -1.4856 2.0737
C -4.2907 -0.6767 -3.1169
C -2.9684 -0.2079 -2.5558
C -2.4416 1.0282 -3.3199
O -3.3833 0.1629 -1.2735
H -4.0740 -0.9621 -4.1463
H -5.1048 0.0394 -3.2285
H -4.6242 -1.5546 -2.5635
H -2.2671 -1.0392 -2.4846
H -1.6624 1.4745 -2.7020
H -3.2738 1.7147 -3.4758
H -1.9051 0.7250 -4.2190
H -3.9430 0.9215 -1.4547
C -1.5604 4.0742 -0.7789
C -2.5053 4.9800 -1.5525
O -3.1555 4.2266 -2.5028
H -2.0583 3.2379 -0.2882
H -1.0184 4.6916 -0.0625
H -0.7877 3.6177 -1.3976
H -1.9386 5.8548 -1.8713
H -3.3313 5.3032 -0.9190
H -3.4246 4.8397 -3.1908
*
```

And the Mulliken charges, in e, turn out to be:
1 N -0.295
2 C 0.772
3 N -0.429
4 O -0.728
5 H 0.157
6 H 0.194
7 H 0.123
8 H 0.220
9 N -0.007
10 C 0.572
11 N -0.447
12 O -0.892
13 H 0.189
14 H -0.208
15 H 0.193
16 H 0.294
17 N 0.662
18 C -0.439
19 N 0.619
20 O -0.032
21 H -0.059
22 H -0.153
23 H -0.116
24 H -0.020
25 C -1.019
26 C 0.727
27 C -1.111
28 O -0.606
29 H 0.254
30 H -0.018
31 H 0.591
32 H 0.009
33 H 0.094
34 H 0.420
35 H 0.293
36 H 0.351
37 C -1.146
38 C 0.340
39 C -0.954
40 O -0.605
41 H 0.334
42 H 0.399
43 H 0.134
44 H 0.324
45 H 0.177
46 H 0.178
47 H 0.437
48 H 0.469
49 C -0.958
50 C 0.280
51 C -1.134
52 O -0.594
53 H -0.027
54 H 0.377
55 H 0.413
56 H 0.384
57 H 0.149
58 H 0.472
59 H 0.306
60 H 0.331
61 C -1.506
62 C 0.173
63 C -0.934
64 O -0.612
65 H 0.407
66 H 0.354
67 H 0.387
68 H 0.305
69 H 0.056
70 H 0.347
71 H 0.371
72 H 0.382
73 C -0.750
74 C -0.440
75 O -0.430
76 H 0.187
77 H 0.444
78 H 0.102
79 H 0.365
80 H 0.280
81 H 0.269



# 3
Density functional theory data (ωB97M-V/def2-TZVPD) for a single C5H8N2 molecule.

Calculated total energy = -8291.6570 eV
Relative energy (zero: lowest compared OMol25 entry of this formula, charge and spin) = 322.2 kJ/mol
Highest occupied orbital energy = -0.2847 hartree
E_LUMO = 0.592 eV

ORCA input file:
```
! RIJCOSX wB97M-V def2-TZVPD def2/J DEFGRID3
* xyz 0 1
C 2.2300 0.1539 0.0670
N 0.8136 -0.0965 -0.0709
C 0.1492 -1.3694 0.0687
C -1.3012 -1.1948 -0.1414
C -1.4189 0.2134 -0.0866
N -2.6621 0.8769 0.0173
C -0.1685 0.8239 -0.0934
H 2.7769 -0.7551 -0.1996
H 2.5412 0.9491 -0.6176
H 2.5048 0.4380 1.0904
H 0.7231 -2.2221 -0.3002
H -0.1175 -1.5555 1.1376
H -3.3895 0.1942 -0.1661
H -2.7646 1.6605 -0.6150
H 0.0835 1.8835 -0.0901
*
```

And the natural (NBO) charges, in e, turn out to be:
1 C -0.402
2 N -0.347
3 C -0.354
4 C -0.154
5 C -0.072
6 N -0.819
7 C 0.064
8 H 0.215
9 H 0.210
10 H 0.198
11 H 0.229
12 H 0.284
13 H 0.383
14 H 0.359
15 H 0.207



# 4
Density functional theory data (ωB97M-V/def2-TZVPD) for a molecular structure, C4H8F3N2O2V.

Calculated total energy = -45183.6168 eV
Highest occupied orbital energy = -0.2962 hartree
E_LUMO = -5.455 eV

ORCA input file:
```
! RIJCOSX wB97M-V def2-TZVPD def2/J DEFGRID3
* xyz 0 1
N 2.8639 0.1179 0.6693
C 2.0816 0.8510 -0.3745
C 1.1451 1.9732 0.2348
C -0.4110 1.6308 0.2447
N -0.8634 0.7852 -0.8647
C -1.2053 -0.5154 -0.3476
F -0.2152 -1.0579 0.4661
F -2.4095 -0.5030 0.3854
F -1.4410 -1.3271 -1.4737
H 2.5511 -0.8530 0.7372
H 3.8393 0.0650 0.3671
H 1.5674 0.1135 -1.0484
H 2.8419 1.3902 -1.0264
H 1.5174 2.1595 1.2913
H 1.3120 2.9199 -0.3481
H -0.6978 1.2499 1.2701
H -0.9594 2.6246 0.1313
O -3.6283 -3.7572 1.6102
V -3.8324 -3.8609 -0.1066
O -4.0565 -4.0063 -1.8178
*
```

And the natural (NBO) charges, in e, turn out to be:
1 N -0.833
2 C -0.232
3 C -0.402
4 C -0.308
5 N -0.266
6 C 1.002
7 F -0.326
8 F -0.330
9 F -0.327
10 H 0.363
11 H 0.362
12 H 0.199
13 H 0.196
14 H 0.245
15 H 0.215
16 H 0.211
17 H 0.249
18 O -0.902
19 V 1.781
20 O -0.896